Record 1
Entry from the OMol25 dataset: 5 unconnected molecules or ions with the total composition C4H17O6 in a non-equilibrium geometry (wB97M-V/def2-TZVPD).

XYZ file:
```
27
C4H17O6, DFT wB97M-V/def2-TZVPD
C 1.129 -1.709 -1.402
O 0.187 -2.339 -0.601
C 1.252 -0.181 -1.086
C -0.177 0.401 -1.011
C 0.189 1.917 -1.015
O -0.965 -0.017 0.007
H 0.947 -1.785 -2.456
H 2.063 -2.238 -1.201
H 1.988 0.275 -0.511
H 1.754 0.189 -2.107
H -0.699 0.194 -2.041
H 0.807 2.158 -1.772
H 0.739 2.036 -0.055
H -0.692 2.456 -1.039
H -0.516 -1.597 -0.368
H -2.519 -0.953 -0.338
H -1.879 -2.235 -0.264
O -2.660 -1.896 -0.605
H 2.594 1.310 0.865
H 1.801 1.128 2.129
O 2.569 1.716 1.784
H 1.375 -0.945 1.662
H 0.104 0.062 1.640
O 0.801 -0.353 2.170
H -1.457 2.514 1.235
H -2.074 1.213 0.696
O -2.270 2.096 1.121
```

Results
- gap between HOMO and LUMO (eV) = 8.6483
- charge = -1
- lowest unoccupied orbital energy (eV) = 3.493

Record 2
Entry from the OMol25 dataset: 3 unconnected molecules or ions with the total composition C21H33BF6IN2O5S in a non-equilibrium geometry (wB97M-V/def2-TZVPD).

XYZ file:
```
70
C21H33BF6IN2O5S, DFT wB97M-V/def2-TZVPD
C 1.813 4.553 3.127
C 3.203 3.787 2.681
C 3.947 4.447 1.375
N 4.351 3.445 0.315
C 3.166 2.833 -0.399
C 1.610 3.349 -0.291
C 0.440 2.540 -1.106
N 0.676 1.301 -1.987
C -0.553 0.666 -2.623
I -0.987 -1.366 -1.807
C -0.561 0.708 -4.268
C -2.022 0.042 -4.739
C 2.098 0.796 -2.104
S 2.500 -0.759 -3.131
C 3.418 1.491 -1.361
B 4.963 0.926 -1.495
O 6.015 1.841 -2.048
C 5.349 -0.622 -0.982
C 5.795 -0.624 0.630
H 0.889 3.970 2.689
H 1.644 4.571 4.309
H 1.775 5.645 2.688
H 3.938 3.752 3.609
H 2.878 2.674 2.398
H 4.900 5.040 1.779
H 3.292 5.277 0.822
H 4.926 3.975 -0.388
H 1.313 4.261 0.380
H -0.666 2.920 -0.990
H -1.493 1.317 -2.279
H -0.531 1.818 -4.681
H 0.278 0.074 -4.781
H -2.856 0.189 -3.898
H -1.845 -1.118 -4.816
H -2.387 0.484 -5.777
H 3.722 -0.539 -3.845
H 6.685 1.306 -2.568
H 6.240 -1.065 -1.626
H 4.412 -1.353 -1.037
H 5.003 0.043 1.189
H 6.909 -0.266 0.775
H 5.622 -1.745 0.993
C -0.216 0.214 2.021
C -1.231 -0.903 2.179
O -1.757 -0.923 3.514
C -2.758 -0.023 3.782
O -3.200 0.773 2.957
C -3.259 -0.185 5.215
F -2.242 -0.299 6.119
F -4.029 -1.300 5.368
F -4.021 0.863 5.636
H 0.569 0.131 2.780
H 0.245 0.182 1.030
H -0.683 1.195 2.154
H -0.740 -1.868 2.017
H -2.038 -0.825 1.442
C -6.874 -3.665 -0.009
C -6.709 -5.092 -0.498
O -5.578 -5.197 -1.376
C -4.352 -5.299 -0.770
O -4.188 -5.298 0.447
C -3.247 -5.455 -1.813
F -3.376 -4.580 -2.852
F -3.235 -6.702 -2.366
F -1.999 -5.254 -1.303
H -6.935 -2.972 -0.855
H -7.781 -3.565 0.596
H -6.018 -3.352 0.597
H -7.590 -5.383 -1.079
H -6.625 -5.799 0.335
```

Results
- gap between HOMO and LUMO (eV) = 7.7273
- charge = +1
- lowest unoccupied orbital energy (eV) = -4.638

Record 3
Entry from the OMol25 dataset: a molecular structure, C4H8N2 (wB97M-V/def2-TZVPD).

XYZ file:
```
14
C4H8N2, DFT wB97M-V/def2-TZVPD
C 1.894 -0.252 -0.060
N 1.085 -1.437 0.175
C 0.656 -0.475 -0.849
C -0.634 0.295 -0.871
C -1.562 -0.001 0.249
N -1.011 1.283 0.713
H 2.868 -0.446 -0.507
H 1.862 0.550 0.672
H 0.554 -1.331 1.036
H 0.790 -0.887 -1.853
H -0.795 1.603 -0.469
H -1.304 -0.808 0.933
H -2.608 -0.019 -0.061
H -1.794 1.924 0.893
```

Results
- gap between HOMO and LUMO (eV) = 9.2250
- lowest unoccupied orbital energy (eV) = 0.472

Record 4
Entry from the OMol25 dataset: a molecular structure, C24H18BrN4NaO7 (wB97M-V/def2-TZVPD).

XYZ file:
```
55
C24H18BrN4NaO7, DFT wB97M-V/def2-TZVPD
Na 3.405 -0.701 -1.391
O 0.057 4.467 -1.382
C 1.166 4.270 -0.580
C 1.605 5.278 0.269
C 2.718 5.073 1.074
C 3.385 3.860 1.027
C 2.933 2.859 0.177
C 1.822 3.044 -0.630
C 1.427 1.923 -1.617
O 2.227 0.913 -1.662
N -0.026 1.545 -1.202
N -0.433 0.339 -1.348
C -1.696 0.035 -1.295
C -2.135 -1.324 -1.412
Br -0.718 -2.623 -1.514
C -3.389 -1.832 -1.422
C -4.674 -1.159 -1.479
C -5.825 -1.904 -1.165
C -7.091 -1.354 -1.229
C -7.265 -0.032 -1.620
C -6.145 0.719 -1.949
C -4.875 0.170 -1.884
H -0.190 5.392 -1.320
H 1.073 6.226 0.301
H 3.059 5.869 1.726
H 4.261 3.695 1.641
H 3.448 1.909 0.087
H 1.242 2.442 -2.596
H -0.709 2.303 -1.191
H -2.440 0.813 -1.112
H -3.451 -2.913 -1.399
H -5.703 -2.937 -0.861
H -7.954 -1.958 -0.972
H -8.256 0.402 -1.675
H -6.265 1.748 -2.270
H -4.028 0.768 -2.185
O 3.000 -4.875 -0.540
C 2.843 -3.657 -0.365
O 3.039 -2.704 -1.154
C 2.297 -3.257 1.031
C 2.379 -4.167 2.081
C 1.919 -3.840 3.340
C 1.349 -2.586 3.551
C 1.244 -1.669 2.509
C 1.721 -2.009 1.258
N 0.856 -2.244 4.861
O 0.337 -1.151 5.029
O 0.976 -3.058 5.768
H 2.812 -5.136 1.874
H 1.986 -4.531 4.169
H 0.792 -0.706 2.698
H 1.637 -1.312 0.434
O 7.955 -0.129 -0.749
C 6.740 -0.145 -0.830
N 5.558 -0.151 -0.906
```

Results
- gap between HOMO and LUMO (eV) = 6.4636
- charge = -2
- lowest unoccupied orbital energy (eV) = 3.807

Record 5
Entry from the OMol25 dataset: a molecular structure, C3H8N4 in a non-equilibrium geometry (wB97M-V/def2-TZVPD).

XYZ file:
```
15
C3H8N4, DFT wB97M-V/def2-TZVPD
C -1.144 0.119 -1.464
N -0.126 0.509 1.140
C 0.939 0.680 -0.168
C -0.009 -0.364 -0.602
N -0.341 -0.543 2.046
N 1.975 1.257 -0.414
N 0.367 -1.611 -0.702
H -0.584 1.359 1.451
H -0.964 -1.228 1.612
H 0.539 -1.020 2.226
H 2.407 1.969 0.158
H 1.240 -1.824 -0.222
H -1.775 -0.725 -1.729
H -0.749 0.569 -2.375
H -1.776 0.854 -0.959
```

Results
- gap between HOMO and LUMO (eV) = 9.3855
- lowest unoccupied orbital energy (eV) = 0.829

Record 6
Entry from the OMol25 dataset: a molecular structure, C7H11BrMgNO in a non-equilibrium geometry (wB97M-V/def2-TZVPD).

XYZ file:
```
22
C7H11BrMgNO, DFT wB97M-V/def2-TZVPD
Mg 5.414 -1.140 0.999
Br 2.912 -0.874 1.123
C -0.956 -0.948 -0.567
C -0.715 -2.145 -1.523
O -1.625 -2.651 -2.222
C 0.690 -2.507 -1.672
H -1.866 -0.387 -0.783
H -0.185 -0.208 -0.782
H -0.898 -1.197 0.493
H 0.661 -3.591 -1.781
H 1.402 -2.433 -0.850
H 1.156 -2.085 -2.563
N 0.353 1.401 1.218
C -0.800 1.341 1.961
C -1.741 2.210 1.417
C -1.105 2.819 0.306
C 0.190 2.318 0.224
H 1.182 0.839 1.350
H -0.836 0.729 2.851
H -2.756 2.460 1.690
H -1.469 3.532 -0.420
H 0.993 2.516 -0.471
```

Results
- gap between HOMO and LUMO (eV) = 1.7614
- charge = +1
- lowest unoccupied orbital energy (eV) = -8.540

Record 7
Entry from the OMol25 dataset: 6 unconnected molecules or ions with the total composition C14H45N4O5 in a non-equilibrium geometry (wB97M-V/def2-TZVPD).

XYZ file:
```
68
C14H45N4O5, DFT wB97M-V/def2-TZVPD
N 0.660 -0.332 0.605
H 1.051 -1.249 0.375
H 1.139 0.260 -0.136
H 0.898 -0.055 1.586
H -0.334 -0.316 0.370
C -3.312 0.239 0.803
O -2.210 -0.635 0.588
H -3.926 0.068 1.690
H -2.881 1.218 0.995
H -3.960 0.242 -0.073
H -2.493 -1.553 0.528
C -0.540 -4.419 0.274
O 0.328 -3.385 0.703
H -0.341 -5.293 0.900
H -1.598 -4.148 0.288
H -0.224 -4.720 -0.728
H 0.660 -3.560 1.583
C -3.246 3.354 -2.973
C -2.622 2.069 -2.473
C -1.812 1.275 -3.498
O -1.111 0.169 -2.899
C -1.974 -0.949 -2.726
N -1.873 2.271 -1.219
H -3.982 3.194 -3.761
H -2.515 4.129 -3.203
H -3.863 3.825 -2.200
H -3.427 1.365 -2.213
H -0.947 1.817 -3.893
H -2.459 0.991 -4.332
H -2.892 -0.753 -2.175
H -1.362 -1.722 -2.254
H -2.244 -1.414 -3.682
H -2.456 2.777 -0.563
H -1.707 1.361 -0.809
C 3.643 0.857 -0.740
C 2.700 0.827 -1.950
C 2.413 -0.479 -2.643
O 2.120 -1.488 -1.677
C 1.756 -2.750 -2.244
N 1.423 1.407 -1.426
H 4.670 0.531 -0.912
H 3.228 0.192 0.018
H 3.715 1.852 -0.299
H 3.128 1.553 -2.649
H 3.150 -0.870 -3.353
H 1.551 -0.373 -3.320
H 2.251 -3.014 -3.182
H 0.727 -2.561 -2.583
H 1.837 -3.495 -1.463
H 1.573 2.379 -1.197
H 0.649 1.262 -2.067
C 2.627 1.959 3.260
C 1.782 0.814 3.896
C 0.352 1.196 4.297
O -0.356 0.220 5.054
C -0.925 -0.900 4.399
N 1.894 -0.420 3.092
H 2.051 2.294 2.394
H 3.592 1.503 3.063
H 2.684 2.815 3.928
H 2.317 0.637 4.838
H -0.225 1.450 3.395
H 0.324 2.041 4.982
H -1.799 -1.225 4.962
H -0.189 -1.706 4.419
H -1.278 -0.680 3.387
H 2.822 -0.808 3.264
H 1.371 -1.142 3.577
```

Results
- gap between HOMO and LUMO (eV) = 9.6630
- charge = +1
- lowest unoccupied orbital energy (eV) = -2.142

Record 8
Entry from the OMol25 dataset: a molecular structure, C2H4BrI in a non-equilibrium geometry (wB97M-V/def2-TZVPD).

XYZ file:
```
8
C2H4BrI, DFT wB97M-V/def2-TZVPD
C -0.759 -0.348 0.106
C 0.865 1.269 0.863
Br 0.008 1.720 2.464
I 1.793 2.828 -0.321
H -0.539 -1.010 0.967
H -1.675 0.175 -0.081
H -0.511 -0.850 -0.871
H 1.455 0.403 0.929
```

Results
- gap between HOMO and LUMO (spin up / spin down) (eV) = 8.1179 / 7.9933
- lowest unoccupied orbital energy (spin up / spin down) (eV) = -0.620 / -0.535

Record 9
Entry from the OMol25 dataset: a molecular structure, C29H32N2O8TeV (wB97M-V/def2-TZVPD).

XYZ file:
```
73
C29H32N2O8TeV, DFT wB97M-V/def2-TZVPD
V -1.830 -1.905 -0.216
O -4.220 -5.345 -3.260
C -3.883 -4.609 -2.222
O -3.352 -5.025 -1.219
C -4.277 -3.169 -2.462
O -3.951 -2.363 -1.334
C -4.860 -1.280 -1.145
C -4.187 -0.280 -0.240
O -4.497 0.851 -0.089
O -3.109 -0.842 0.400
H -3.983 -6.275 -3.109
H -5.353 -3.148 -2.644
H -3.772 -2.808 -3.361
H -5.784 -1.629 -0.675
H -5.096 -0.791 -2.091
N -1.563 -3.837 0.465
C -0.561 -4.516 -0.384
C -0.651 -3.916 -1.774
O -0.218 -4.354 -2.777
O -1.310 -2.692 -1.722
H -1.308 -3.832 1.451
H -2.467 -4.301 0.319
H -0.714 -5.592 -0.426
H 0.442 -4.325 0.003
C 5.800 2.247 -1.932
C 4.388 1.936 -1.541
C 3.827 2.470 -0.387
C 2.514 2.222 -0.003
C 2.028 2.793 1.300
C 1.753 1.417 -0.857
Te -0.275 0.986 -0.607
N -0.324 -0.828 0.290
C 0.030 -1.160 1.596
O -0.766 -1.907 2.162
C 1.273 -0.687 2.212
C 1.273 -0.387 3.575
C 2.449 0.008 4.186
C 3.627 0.065 3.448
C 3.634 -0.267 2.099
C 2.455 -0.634 1.474
C -1.058 2.232 0.878
C -1.501 1.711 2.087
C -2.106 2.558 2.999
C -2.275 3.899 2.681
C -1.858 4.389 1.454
C -1.246 3.565 0.513
C -0.793 4.143 -0.800
C 2.281 0.833 -2.025
C 1.490 -0.084 -2.927
C 3.602 1.103 -2.338
H 6.366 2.665 -1.102
H 5.808 2.977 -2.744
H 6.311 1.355 -2.294
H 4.438 3.095 0.254
H 1.336 3.621 1.155
H 2.874 3.173 1.871
H 1.527 2.039 1.904
H 0.353 -0.462 4.141
H 2.456 0.256 5.238
H 4.549 0.360 3.933
H 4.558 -0.242 1.537
H 2.459 -0.900 0.423
H -1.405 0.661 2.321
H -2.455 2.173 3.946
H -2.751 4.565 3.389
H -2.017 5.432 1.207
H -1.513 4.876 -1.162
H -0.689 3.399 -1.598
H 0.171 4.645 -0.700
H 1.064 -0.931 -2.381
H 2.131 -0.499 -3.700
H 0.679 0.445 -3.434
H 4.030 0.657 -3.228
```

Results
- gap between HOMO and LUMO (spin up / spin down) (eV) = 6.5215 / 7.1022
- charge = +2
- lowest unoccupied orbital energy (spin up / spin down) (eV) = -7.794 / -7.213
- 2S+1 = 2

Record 10
Entry from the OMol25 dataset: 2 unconnected molecules or ions with the total composition H2N2O3S in a non-equilibrium geometry (wB97M-V/def2-TZVPD).

XYZ file:
```
8
H2N2O3S, DFT wB97M-V/def2-TZVPD
N 1.025 0.878 -1.082
N -0.913 -0.790 1.128
O -0.535 0.362 1.165
O -1.176 -1.453 2.090
O -1.015 -1.358 -0.024
S -0.368 0.291 -1.530
H 1.906 0.454 -1.355
H 1.076 1.618 -0.394
```

Results
- gap between HOMO and LUMO (spin up / spin down) (eV) = 7.8438 / 7.8433
- lowest unoccupied orbital energy (spin up / spin down) (eV) = -2.001 / -2.001

Record 11
Entry from the OMol25 dataset: a single C4H4O molecule in a non-equilibrium geometry (wB97M-V/def2-TZVPD).

XYZ file:
```
9
C4H4O, DFT wB97M-V/def2-TZVPD
C -1.727 0.719 -0.421
C -0.522 0.268 -0.336
C 0.668 -0.303 -0.325
C 1.443 -0.590 0.857
O 1.214 -0.108 1.952
H -2.186 1.747 -0.660
H -2.472 -0.107 -0.505
H 1.223 -0.502 -1.294
H 2.358 -1.123 0.733
```

Results
- gap between HOMO and LUMO (eV) = 9.9517
- structure (SMILES) = C=C=CC=O
- lowest unoccupied orbital energy (eV) = 0.115

Record 12
Entry from the OMol25 dataset: a single C19H37N3 molecule (wB97M-V/def2-TZVPD).

XYZ file:
```
59
C19H37N3, DFT wB97M-V/def2-TZVPD
C 0.837 4.101 -3.605
C -0.180 4.655 -2.651
C -1.049 5.752 -3.202
C -0.298 4.191 -1.413
C -1.283 4.661 -0.389
C -0.695 4.611 1.030
C -0.309 3.216 1.437
C -1.449 2.250 1.582
C 0.966 2.886 1.614
C 1.501 1.527 1.949
C 1.807 0.744 0.668
C 2.319 -0.680 0.929
C 3.770 -0.675 1.399
N 2.212 -1.437 -0.316
C 0.954 -2.120 -0.535
C 0.799 -3.421 0.273
N -0.574 -3.887 0.305
C -0.796 -4.864 1.359
C -2.285 -5.217 1.428
N -2.794 -5.733 0.172
C -2.501 -4.791 -0.892
C -1.013 -4.430 -0.969
H 0.344 3.700 -4.490
H 1.516 4.888 -3.931
H 1.419 3.308 -3.141
H -2.096 5.449 -3.208
H -0.969 6.653 -2.594
H -0.757 6.000 -4.219
H 0.352 3.392 -1.082
H -2.175 4.027 -0.430
H -1.600 5.683 -0.606
H 0.179 5.264 1.071
H -1.441 5.000 1.730
H -1.634 1.739 0.637
H -1.238 1.493 2.332
H -2.359 2.775 1.867
H 1.722 3.646 1.462
H 0.781 0.962 2.544
H 2.412 1.638 2.539
H 2.548 1.281 0.072
H 0.896 0.677 0.072
H 1.696 -1.129 1.723
H 4.408 -0.261 0.621
H 3.881 -0.075 2.298
H 4.104 -1.687 1.623
H 2.973 -2.103 -0.391
H 0.888 -2.333 -1.606
H 0.136 -1.447 -0.271
H 1.487 -4.189 -0.130
H 1.096 -3.220 1.306
H -0.477 -4.430 2.310
H -0.208 -5.787 1.186
H -2.459 -5.957 2.212
H -2.853 -4.312 1.663
H -2.341 -6.621 -0.033
H -2.832 -5.216 -1.842
H -3.075 -3.883 -0.691
H -0.863 -3.678 -1.744
H -0.428 -5.332 -1.242
```

Results
- gap between HOMO and LUMO (eV) = 9.3369
- structure (SMILES) = CC(C)=CCC/C(C)=C/CC[C@H](C)NCCN1CCNCC1
- lowest unoccupied orbital energy (eV) = 0.901